# C4H10NO

A cluster of 2 separate species, C4H10NO in total (ωB97M-V with the def2-TZVPD basis set, the Open Molecules 2025 dataset).

```
16
Properties=species:S:1:pos:R:3:lowdin_charge:R:1
C 0.565 -1.552 -0.502 -0.038
C 0.192 -0.486 0.471 -0.361
C -0.689 -0.735 1.424 0.138
C 1.665 1.176 -0.473 0.187
N 0.730 0.815 0.312 0.084
H 0.072 -1.390 -1.466 0.103
H 1.665 -1.643 -0.709 0.099
H 0.340 -2.575 -0.201 0.098
H -1.193 0.086 1.916 0.087
H -0.981 -1.738 1.709 0.102
H 2.262 2.068 -0.262 0.136
H 2.002 0.477 -1.235 0.116
H 0.392 1.556 0.931 0.187
H -2.117 2.104 -0.719 0.047
H -2.663 0.590 -0.889 0.068
O -2.242 1.246 -0.305 -0.053
```

Results
Frontier orbital gap   9.02 eV
Electronic energy   -7839.610 eV
E_LUMO   -5.3 eV
Molar mass   88.13 g mol⁻¹
Net charge   +1
E_HOMO   -14.35 eV


# CH4S2

A cluster of 2 separate species, CH4S2 in total (ωB97M-V with the def2-TZVPD basis set, the Open Molecules 2025 dataset).

```
7
Properties=species:S:1:pos:R:3:lowdin_charge:R:1
C -0.445 0.414 0.042 -1.083
S -0.600 -1.357 -0.373 0.580
S 1.132 0.861 0.809 0.473
H -0.547 0.946 -0.902 0.005
H -1.255 0.692 0.715 0.017
H -0.379 -1.816 0.858 -0.154
H 2.093 0.260 -1.148 0.162
```

Results
Frontier orbital gap (alpha / beta)   7.15 / 7.04 eV
Electronic energy   -22768.784 eV
E_LUMO (alpha / beta)   -1.9 / -2.0 eV
Molar mass   80.18 g mol⁻¹
E_HOMO (alpha / beta)   -9.04 / -9.02 eV


# C5H7NO

A cluster of 2 separate species, C5H7NO in total (ωB97M-V with the def2-TZVPD basis set, the Open Molecules 2025 dataset).

```
14
Properties=species:S:1:pos:R:3:lowdin_charge:R:1
C 2.283 0.331 1.167 -0.121
C 2.038 1.482 0.463 -0.083
C 0.920 1.513 -0.469 -0.122
N 0.072 0.451 -0.584 0.031
C 0.330 -0.675 0.190 -0.128
C 1.358 -0.697 1.153 -0.088
H 3.261 0.437 1.655 0.111
H 2.758 2.310 0.504 0.099
H 0.688 2.449 -0.996 0.098
H -0.287 -1.577 0.077 0.099
H 1.617 -1.626 1.678 0.103
O -5.355 -1.543 -1.806 -0.092
H -5.175 -0.819 -1.165 0.046
H -4.507 -2.038 -1.867 0.045
```

Results
Frontier orbital gap   10.43 eV
SMILES string   c1ccncc1.O
Electronic energy   -8835.194 eV
E_LUMO   0.8 eV
Molar mass   97.12 g mol⁻¹
E_HOMO   -9.65 eV


# C25H49CoNO2SSi2

A structure of composition C25H49CoNO2SSi2 (ωB97M-V with the def2-TZVPD basis set, the Open Molecules 2025 dataset).

```
81
Properties=species:S:1:pos:R:3:lowdin_charge:R:1
O -0.668 -1.626 0.072 -0.181
O -2.098 -0.228 -3.226 -0.231
C 0.495 -2.406 -0.259 -0.261
C 1.132 -3.190 0.879 -0.086
H 1.203 -1.697 -0.703 0.099
H 0.168 -3.100 -1.051 0.117
H 1.146 -2.632 1.830 0.062
H 2.165 -3.440 0.630 0.082
H 0.610 -4.143 1.006 0.073
C -1.570 -2.397 0.902 -0.267
C -2.661 -3.080 0.098 -0.066
H -1.993 -1.725 1.664 0.107
H -1.011 -3.179 1.444 0.096
H -3.026 -2.446 -0.725 0.067
H -3.467 -3.366 0.791 0.081
H -2.280 -4.007 -0.348 0.073
C -3.202 0.690 -3.402 -0.271
C -2.030 -1.259 -4.218 -0.266
C -4.339 0.425 -2.436 -0.072
H -3.586 0.634 -4.436 0.120
H -2.789 1.694 -3.227 0.107
H -4.807 -0.546 -2.641 0.065
H -5.104 1.196 -2.572 0.078
H -3.982 0.458 -1.398 0.075
C -3.279 -2.117 -4.286 -0.084
H -1.157 -1.865 -3.952 0.117
H -1.847 -0.805 -5.206 0.118
H -3.564 -2.488 -3.293 0.072
H -3.100 -2.979 -4.935 0.079
H -4.114 -1.550 -4.713 0.073
H -0.533 0.271 -2.092 0.023
Co 1.115 0.140 2.473 0.591
C 0.006 1.218 -1.889 -0.176
Si 0.807 1.890 -3.456 0.479
H -0.766 1.906 -1.517 0.030
H 0.730 1.032 -1.096 -0.012
C 1.686 0.418 -4.256 -0.187
C 2.089 3.260 -3.190 -0.187
C -0.382 2.519 -4.787 -0.183
C 2.285 0.565 1.048 -0.331
Si 3.467 1.325 2.360 0.409
H 1.936 1.293 0.302 -0.024
H 2.631 -0.336 0.502 0.005
C 4.336 2.722 1.434 -0.202
C 4.649 -0.023 2.921 -0.181
C 2.691 2.145 3.890 -0.189
H 0.182 2.586 -5.733 0.034
H -0.774 3.517 -4.539 0.030
H -1.225 1.825 -4.934 0.007
H 2.542 0.100 -3.643 0.031
H 2.046 0.706 -5.257 0.028
H 0.977 -0.419 -4.359 0.016
H 2.689 3.088 -2.284 0.019
H 1.607 4.247 -3.114 0.025
H 2.775 3.284 -4.053 0.031
H 4.760 -0.779 2.129 0.033
H 4.301 -0.526 3.833 0.010
H 5.639 0.414 3.122 0.029
H 2.389 1.442 4.680 0.023
H 1.827 2.780 3.639 0.033
H 3.476 2.798 4.302 0.038
H 5.194 3.112 2.000 0.023
H 3.638 3.555 1.261 0.030
H 4.696 2.376 0.456 0.027
S -0.237 -1.500 6.191 1.010
C 1.327 -2.153 6.028 -0.416
C 1.906 -1.846 4.795 -0.188
C 1.111 -0.936 4.051 -0.273
C -0.095 -0.665 4.680 -0.536
C -1.098 0.112 4.022 -0.266
C -2.415 0.341 4.407 -0.019
C -3.258 1.027 3.547 -0.051
C -2.827 1.362 2.251 -0.054
C -1.503 1.098 1.873 -0.069
N -0.656 0.576 2.799 -0.022
H 1.738 -2.776 6.811 0.060
H 2.843 -2.256 4.446 0.087
H -2.720 -0.029 5.385 0.111
H -4.265 1.289 3.869 0.111
H -3.491 1.809 1.521 0.098
H -1.092 1.269 0.882 0.106
```

Results
Frontier orbital gap (alpha / beta)   7.40 / 7.82 eV
Expectation value of S²   3.77
2S+1   4
Electronic energy   -96520.767 eV
E_LUMO (alpha / beta)   -0.1 / -0.1 eV
Molar mass   542.84 g mol⁻¹
E_HOMO (alpha / beta)   -7.53 / -7.93 eV


# C2H4F2NO

A cluster of 2 separate species, C2H4F2NO in total (ωB97M-V with the def2-TZVPD basis set, the Open Molecules 2025 dataset).

```
10
Properties=species:S:1:pos:R:3:lowdin_charge:R:1
C -0.346 0.210 -0.990 -0.100
C 0.121 0.832 0.252 -0.405
N -0.040 -1.151 1.547 -0.163
O -0.480 -2.012 0.708 -0.369
F 1.515 1.239 0.144 -0.122
F -0.525 1.968 0.699 -0.037
H 0.430 -0.441 -1.417 0.089
H -1.111 -0.417 -0.614 0.037
H -0.647 0.847 -1.721 0.027
H 1.080 -1.076 1.393 0.043
```

Results
Frontier orbital gap (alpha / beta)   6.93 / 6.45 eV
Electronic energy   -11107.888 eV
E_LUMO (alpha / beta)   4.6 / 4.5 eV
Molar mass   96.06 g mol⁻¹
Net charge   -1
E_HOMO (alpha / beta)   -2.36 / -1.94 eV


# C26H33N3O4

A cluster of 2 separate species, C26H33N3O4 in total (ωB97M-V with the def2-TZVPD basis set, the Open Molecules 2025 dataset).

```
66
Properties=species:S:1:pos:R:3:lowdin_charge:R:1
N 1.962 3.696 -1.499 0.106
C 2.322 2.386 -1.721 -0.345
C 3.095 2.055 -2.826 -0.031
C 3.474 0.727 -3.043 -0.004
C 3.087 -0.289 -2.147 -0.145
C 3.536 -1.682 -2.345 -0.406
O 4.182 -1.925 -3.363 0.083
O 3.229 -2.595 -1.379 0.024
C 3.890 -3.869 -1.486 -0.242
C 3.594 -4.751 -0.263 -0.078
C 3.012 -6.027 -0.887 -0.308
C 1.598 -5.731 -1.407 -0.144
C 1.867 -4.865 -2.644 -0.127
C 3.400 -4.758 -2.649 -0.257
C 3.805 -6.140 -2.174 -0.119
C 2.293 0.066 -1.040 -0.004
C 1.912 1.397 -0.835 -0.021
H 2.099 4.357 -2.258 0.099
H 1.185 3.852 -0.855 0.074
H 3.418 2.826 -3.517 0.107
H 4.089 0.492 -3.909 0.117
H 4.973 -3.716 -1.570 0.159
H 4.518 -4.971 0.282 0.118
H 2.890 -4.276 0.428 0.123
H 3.063 -6.901 -0.229 0.138
H 0.991 -5.204 -0.664 0.111
H 1.082 -6.655 -1.687 0.110
H 1.378 -3.888 -2.578 0.113
H 1.512 -5.365 -3.551 0.115
H 3.814 -4.475 -3.622 0.141
H 3.456 -6.944 -2.832 0.127
H 4.884 -6.246 -2.012 0.126
H 1.977 -0.687 -0.323 0.116
H 1.304 1.656 0.026 0.110
C -1.390 3.312 4.628 -0.050
N -2.388 2.636 3.803 0.038
C -2.108 1.913 2.714 -0.465
O -0.951 1.738 2.337 0.045
C -3.258 1.253 1.921 -0.174
C -3.906 2.211 0.905 -0.099
C -2.916 3.057 0.125 -0.219
C -2.285 2.545 -1.025 -0.024
C -1.365 3.337 -1.735 -0.080
C -1.073 4.641 -1.297 -0.117
C -1.686 5.147 -0.139 -0.067
C -2.608 4.357 0.569 -0.032
N -4.306 0.572 2.710 0.117
C -5.132 1.105 3.615 -0.540
C -6.087 0.149 4.291 0.006
O -5.153 2.291 3.911 0.028
H -0.942 4.130 4.061 0.083
H -1.855 3.709 5.531 0.085
H -0.602 2.608 4.906 0.085
H -3.368 2.743 4.045 0.091
H -2.764 0.483 1.328 0.151
H -4.504 1.630 0.203 0.122
H -4.583 2.886 1.429 0.115
H -2.507 1.544 -1.366 0.111
H -0.886 2.943 -2.621 0.102
H -0.383 5.258 -1.855 0.092
H -1.460 6.148 0.201 0.098
H -3.081 4.752 1.457 0.111
H -4.396 -0.419 2.561 0.145
H -5.522 -0.619 4.817 0.085
H -6.732 -0.307 3.543 0.084
H -6.696 0.703 5.005 0.087
```

Results
Frontier orbital gap   8.32 eV
SMILES string   Nc1ccc(C(=O)O[C@H]2C[C@H]3CC[C@@H]2C3)cc1.CNC(=O)[C@H](Cc1ccccc1)NC(C)=O
Electronic energy   -40159.833 eV
E_LUMO   0.5 eV
Molar mass   451.57 g mol⁻¹
E_HOMO   -7.87 eV